Below is a cluster of 2 separate species, C5H14OS in total in a non-equilibrium geometry, with properties calculated with the ωB97M-V functional and the def2-TZVPD basis.

Last column: Löwdin charge in e.
Atoms and positions in Å:
C -0.454 -1.391 -1.158  -0.118
C 0.530 -1.746 -0.037  -0.283
C 1.908 -1.101 -0.153  -0.260
C 1.890 0.441 -0.395  -0.547
S 0.758 1.489 0.517  0.780
C 1.576 1.277 2.162  -0.368
H 0.078 -1.485 -2.112  0.077
H -0.751 -0.354 -1.069  0.040
H -1.271 -2.105 -1.132  0.069
H 0.057 -1.536 0.925  0.099
H 0.698 -2.829 -0.110  0.103
H 2.456 -1.178 0.785  0.088
H 2.514 -1.515 -0.955  0.107
H 1.678 0.570 -1.465  0.068
H 2.891 0.864 -0.275  0.069
H 2.502 1.846 2.166  0.033
H 0.897 1.806 2.831  0.024
H 1.638 0.214 2.339  0.020
O -6.864 2.123 -0.756  -0.068
H -6.777 2.428 -1.671  0.035
H -5.954 2.180 -0.436  0.033

- relative energy (zero: lowest compared OMol25 entry of this formula, charge and spin) (kJ/mol) = 22.3
- spin multiplicity = 1
- SMILES = CCCCSC.O
- total energy (Ha) = -672.3112
- HOMO energy (eV) = -8.5